[1]
The following is a DFT calculation (wB97M-V/def2-TZVPD) of an isolated molecule of C6H13P.

E_HOMO: -8.79 eV
E_LUMO: 1.043 eV
orbital gap: 9.836 eV
ΔE to the lowest compared entry with this formula, charge and spin: 32.1 kcal/mol
SMILES: CC[C@@]1(C)P[C@H]1C

Structure (XYZ):
```
20
C6H13P, DFT wB97M-V/def2-TZVPD
C 1.1617 0.5245 -0.7436
C 0.4872 -0.6621 0.1339
C 0.5070 1.4847 -1.6866
C 1.0267 -0.7765 1.5367
C -1.9484 -0.0163 1.1286
C -1.0787 -0.7229 0.0691
P 1.5511 -1.2589 -1.3080
H 2.1168 1.0026 -0.2064
H -0.3711 1.1588 -2.2676
H 1.3764 1.8777 -2.2791
H 0.2176 2.3731 -1.0888
H 2.0866 -0.4273 1.5318
H 1.0191 -1.8270 1.7432
H 0.3744 -0.2189 2.1636
H -1.7314 -0.4673 2.0579
H -2.9492 0.2182 1.0538
H -1.6096 1.0806 1.1958
H -1.3917 -0.3506 -0.9010
H -1.4013 -1.7832 0.1226
H 0.5567 -1.2093 -2.2561
```

---

[2]
The following is a DFT calculation (wB97M-V/def2-TZVPD) of an isolated molecule of C25H29N3O5.

E_HOMO: -7.09 eV
E_LUMO: 0.240 eV
orbital gap: 7.328 eV
ΔE to the lowest compared entry with this formula, charge and spin: 72.7 kcal/mol
SMILES: CCOc1cc(N2CCOCC2)c(OCC)cc1NC(=O)COc1cccc2cccnc12

Structure (XYZ):
```
62
C25H29N3O5, DFT wB97M-V/def2-TZVPD
C -1.7387 0.2467 -4.0910
H -2.5003 -0.4221 -4.4832
H -2.0873 0.6642 -3.1491
H -1.5827 1.0571 -4.7985
C -0.4421 -0.5283 -3.8858
H -0.1128 -0.9657 -4.8326
O 0.6527 0.2781 -3.4723
C 0.5476 0.7965 -2.1861
C -0.0506 2.0206 -1.9570
C -0.1803 2.5721 -0.6794
C 0.3064 1.8105 0.4082
C 0.9288 0.5949 0.1724
C 1.0682 0.0768 -1.1068
N 1.6743 -1.1543 -1.3672
C 2.1026 -2.0837 -0.4754
O 2.2887 -1.8930 0.7064
C 2.4218 -3.4283 -1.1484
O 2.5040 -4.4821 -0.2221
C 1.5378 -4.6664 0.7101
C 1.8360 -5.5966 1.6874
C 0.9428 -5.8923 2.7168
C -0.2607 -5.2463 2.8018
C -0.6094 -4.2925 1.8306
C -1.8237 -3.5747 1.8795
C -2.1149 -2.6583 0.9077
C -1.1893 -2.4814 -0.1322
N -0.0602 -3.1271 -0.2146
C 0.2742 -4.0108 0.7478
H -1.3882 -1.7732 -0.9277
H -3.0274 -2.0826 0.9234
H -2.5063 -3.7584 2.6979
H -0.9510 -5.4509 3.6067
H 1.2212 -6.6275 3.4569
H 2.7958 -6.0863 1.6398
H 1.6749 -3.6458 -1.9211
H 3.4174 -3.3793 -1.6040
H 1.6591 -1.4012 -2.3479
H 1.3413 0.0201 0.9823
O 0.1797 2.3371 1.6677
C 0.4179 1.5238 2.8004
C -0.6453 0.4475 2.9993
H -0.4546 -0.0814 3.9288
H -0.6317 -0.2699 2.1824
H -1.6323 0.9025 3.0471
H 1.4170 1.0753 2.7590
H 0.3920 2.2305 3.6353
N -0.8251 3.8002 -0.5841
C -1.4579 4.2861 0.6226
C -0.5548 5.2625 1.3858
H -1.0913 5.7149 2.2214
O -0.1495 6.3308 0.5545
C 0.5211 5.8467 -0.5858
C -0.3759 4.9074 -1.4054
H 0.1798 4.5430 -2.2674
H -1.2556 5.4649 -1.7491
H 0.8013 6.7243 -1.1713
H 1.4304 5.3025 -0.2841
H 0.3262 4.7243 1.7617
H -1.7407 3.4531 1.2599
H -2.3645 4.8226 0.3125
H -0.4439 2.5618 -2.8027
H -0.6114 -1.3394 -3.1618
```

---

[3]
The following is a DFT calculation (wB97M-V/def2-TZVPD) of a structure of composition C28H42LuN7O.

charge: +2
E_HOMO: -13.25 eV
E_LUMO: -5.004 eV
orbital gap: 8.248 eV
ΔE to the lowest compared entry with this formula, charge and spin: 0.0 kcal/mol

Structure (XYZ):
```
79
C28H42LuN7O, DFT wB97M-V/def2-TZVPD
Lu 0.1429 0.1684 0.1090
C 1.1438 0.5313 3.3041
C -0.1162 -0.2839 3.6077
N -0.7105 -0.8222 2.3547
C -2.1626 -1.0782 2.4124
C -2.9548 0.0492 1.7535
N -2.4306 0.3042 0.3999
C -3.1930 1.3662 -0.2919
C -2.5665 1.7597 -1.6309
C -1.5500 2.8973 -1.5565
N -0.2722 2.5493 -0.8723
C 0.1173 3.5714 0.1254
C -0.6126 3.3358 1.4313
N -0.2957 1.9817 1.9193
C 0.8290 1.9664 2.8835
H 1.7141 0.0219 2.5177
H 1.7827 0.5639 4.1862
H -0.8564 0.3373 4.1197
H 0.1310 -1.1012 4.2870
H -0.2512 -1.7123 2.1995
H -2.5041 -1.2104 3.4409
H -2.3773 -2.0037 1.8737
H -2.9046 0.9676 2.3439
H -4.0087 -0.2425 1.7184
H -2.6242 -0.5550 -0.1107
H -3.2433 2.2398 0.3609
H -4.2243 1.0408 -0.4556
H -3.3662 2.0887 -2.2962
H -2.1013 0.8873 -2.0974
H -2.0117 3.7361 -1.0323
H -1.3443 3.2369 -2.5727
H 0.4546 2.5734 -1.5810
H -0.0731 4.5825 -0.2424
H 1.1856 3.4773 0.3163
H -1.6899 3.4174 1.2828
H -0.3257 4.1032 2.1550
H -1.0964 1.6726 2.4552
H 0.5721 2.5573 3.7689
H 1.7093 2.4164 2.4228
O -1.2512 -1.8119 -0.9548
C -1.5331 -1.8030 -2.3486
C -0.5464 -0.9604 -3.1192
C -0.5826 -0.9584 -4.5059
C 0.3358 -0.1930 -5.2023
C 1.2724 0.5379 -4.4829
C 1.2308 0.4907 -3.1055
N 0.3257 -0.2290 -2.4179
H -0.8108 -2.6569 -0.7657
H -2.5449 -1.4137 -2.4973
H -1.5149 -2.8198 -2.7411
H -1.3203 -1.5531 -5.0292
H 0.3322 -0.1805 -6.2839
H 2.0223 1.1359 -4.9810
H 1.9620 1.0299 -2.5137
C 1.1459 -3.3801 0.7354
N 1.3883 -1.9576 0.4464
C 2.6425 -1.6759 0.2438
C 3.1485 -0.3903 -0.0110
C 4.4943 -0.0485 -0.1870
C 4.5351 1.3297 -0.3560
C 3.2182 1.7695 -0.2660
N 2.3532 0.7527 -0.0568
C 0.5899 -4.1972 -0.4142
C -0.4969 -5.0494 -0.2151
C -0.9308 -5.8865 -1.2353
C -0.2809 -5.8822 -2.4606
C 0.7940 -5.0271 -2.6725
C 1.2258 -4.1870 -1.6573
H 0.4815 -3.4799 1.6000
H 2.0892 -3.8537 1.0226
H 3.3890 -2.4712 0.2878
H 5.3232 -0.7394 -0.1773
H 5.4036 1.9472 -0.5144
H 2.8850 2.7944 -0.3476
H -0.9895 -5.0763 0.7507
H -1.7633 -6.5562 -1.0644
H -0.5997 -6.5570 -3.2440
H 1.3078 -5.0294 -3.6253
H 2.0737 -3.5310 -1.8217
```

---

[4]
The following is a DFT calculation (wB97M-V/def2-TZVPD) of an isolated molecule of C6H10N2.

E_HOMO: -9.42 eV
E_LUMO: 1.003 eV
orbital gap: 10.427 eV
ΔE to the lowest compared entry with this formula, charge and spin: 68.2 kcal/mol
SMILES: [H]/N=C/[C@H]1N=CC1(C)C

Structure (XYZ):
```
18
C6H10N2, DFT wB97M-V/def2-TZVPD
C 0.2424 -1.5122 -0.9977
C 0.8257 1.6340 -1.7289
C -0.1285 0.4851 -1.4387
C -0.2791 -0.4433 0.0067
C -1.7677 -0.5205 0.2890
C 0.6065 -0.3055 1.2708
N 0.2117 -0.8662 -2.0991
N 1.4971 2.1304 -0.7932
H 0.5375 -2.4924 -0.8633
H 1.0683 1.8597 -2.8401
H -1.1541 0.6267 -1.8467
H -2.2713 0.3959 0.5257
H -1.9332 -1.2385 1.1015
H -2.3069 -0.9377 -0.5324
H 1.5703 -0.9238 1.0971
H 0.0388 -0.6988 2.0605
H 0.9337 0.6839 1.5187
H 2.1910 2.8082 -1.0958
```

---

[5]
The following is a DFT calculation (wB97M-V/def2-TZVPD) of a structure of composition C10H29KO5.

charge: +1
E_HOMO (spin up / spin down): -13.36 / -13.36 eV
multiplicity: 2
E_LUMO (spin up / spin down): -3.261 / -5.887 eV
orbital gap (spin up / spin down): 10.102 / 7.474 eV

Structure (XYZ):
```
45
C10H29KO5, DFT wB97M-V/def2-TZVPD
K -12.8715 0.3739 -43.1147
C -18.0005 -0.4427 -42.7015
C -16.6815 0.2506 -43.1191
O -15.6576 0.1984 -42.1415
H -17.8855 -1.5016 -42.4702
H -18.8262 -0.3720 -43.4096
H -18.3692 0.0192 -41.7856
H -16.9285 1.2865 -43.3515
H -16.3750 -0.0945 -44.1065
C -13.7920 -4.0566 -43.9845
C -13.5076 -2.6769 -44.6364
O -12.2324 -2.2216 -44.2687
H -13.0515 -4.7977 -44.2853
H -14.7922 -4.4221 -44.2169
H -13.8000 -4.0119 -42.8955
H -14.2897 -2.0757 -44.1727
H -13.6839 -2.6326 -45.7111
H -11.9868 -1.5066 -44.8603
C -15.8437 3.7514 -40.5959
C -14.4110 3.2962 -40.5682
O -14.2400 2.6146 -41.7711
H -15.8961 4.6647 -41.1887
H -16.0492 4.0345 -39.5636
H -16.5152 2.9442 -40.8886
H -14.2557 2.6912 -39.6749
H -13.7446 4.1467 -40.4246
H -14.8895 1.9077 -41.7772
C -12.3441 0.9334 -38.9174
C -11.2136 1.1212 -39.9562
O -11.1191 0.1061 -40.8384
H -12.0757 0.0393 -38.3546
H -13.3115 0.7082 -39.3664
H -12.4465 1.7638 -38.2188
H -10.2657 1.1875 -39.4222
H -11.2981 2.0817 -40.4644
H -10.5030 -0.4814 -40.3946
C -9.4235 4.0231 -43.7765
C -10.4384 2.9140 -44.0446
O -9.6694 1.7891 -44.4033
H -8.9931 4.2852 -44.7430
H -8.6724 3.7338 -43.0416
H -9.8641 4.9183 -43.3375
H -11.1292 3.2328 -44.8252
H -11.0637 2.6810 -43.1827
H -10.2377 1.3229 -45.0207
```

---

In eV, the E_tot values for the records above are, in order, -15719.5997 -41102.4783 -75808.4785 -9361.4791 -37394.4109.